ORCA calculation (ωB97M-V/def2-TZVPD) on 2 unconnected molecules or ions with the total composition C3H8O3.

Geometry as ORCA input:
```
! wB97M-V def2-TZVPD RIJCOSX def2/J DEFGRID3
* xyz 0 1
O 0.21002 -0.97414 -1.48023
C -0.48346 -1.28608 -0.54641
C -0.33368 -0.58175 0.78321
C -1.14070 0.72349 0.77213
O -1.95472 0.83018 -0.41084
H -1.22761 -2.08963 -0.66055
H -0.63605 -1.20982 1.62111
H 0.72476 -0.50455 0.92951
H -1.89185 0.68239 1.55298
H -0.48471 1.59512 0.85156
H -1.44060 1.16780 -1.15036
O 3.07330 0.82707 0.67296
H 2.86836 -0.10443 0.54095
H 2.94892 1.29996 -0.15472
*
```

Calculated values
HOMO level ... -10.037 eV
Frontier orbital gap ... 10.75 eV
SMILES string ... O=CCCO.O